The following is a DFT calculation (the ωB97M-V functional and the def2-TZVPD basis) of a molecular structure, C11H20AlI2N3O.

```
38
Properties=species:S:1:pos:R:3:mulliken_charge:R:1
C 0.623 -2.160 -2.845 -1.6718
I 3.015 -2.845 1.523 -0.1837
H 1.675 -1.858 -2.695 0.3611
H 0.373 -2.074 -3.899 0.3957
H 0.517 -3.216 -2.544 0.3675
C -1.272 2.165 -2.079 -0.5754
C -0.387 0.111 -2.248 -0.5720
N -1.269 0.878 -1.557 0.4324
H -0.013 3.029 -3.685 0.4234
I 2.771 0.692 -0.555 -0.1109
N 0.234 0.949 -3.131 0.2445
H -1.904 2.953 -1.714 0.3909
Al 1.588 -1.093 0.779 -1.5082
C -0.261 -1.355 -2.010 1.0787
O -0.855 -1.829 -1.012 -0.7404
C -0.343 2.206 -3.063 -0.2819
C 1.457 0.645 -3.860 -0.6010
H 2.307 0.555 -3.146 0.1684
H 1.682 1.463 -4.557 0.3711
H 1.353 -0.291 -4.430 0.1939
C -1.980 0.479 -0.366 -0.1554
H -2.766 -0.247 -0.601 0.1556
H -2.403 1.386 0.075 0.3664
H -1.253 0.007 0.332 -0.1714
C -1.082 1.036 3.068 -1.8405
C -0.103 -0.114 3.020 1.9018
C 1.152 0.285 3.791 -1.7850
C -0.773 -1.376 3.558 -1.6593
N 0.313 -0.469 1.699 -0.2634
H -1.353 1.261 4.107 0.4672
H -2.004 0.817 2.526 0.2996
H -0.639 1.941 2.638 0.3827
H 0.918 0.552 4.830 0.4222
H 1.901 -0.520 3.758 0.2706
H 1.605 1.148 3.282 0.4116
H -1.647 -1.607 2.932 0.3177
H -0.095 -2.235 3.472 0.2895
H -1.083 -1.267 4.605 0.4076
```

Summary:
- net charge = -2
- multiplicity = 1
- lowest unoccupied orbital energy (alpha / beta) (eV) = 4.161 / 4.318
- Kohn-Sham gap (alpha / beta) (eV) = 1.7489 / 4.6693

=====

The following is a DFT calculation (the ωB97M-V functional and the def2-TZVPD basis) of C28H33N3O4 in the gas phase.

```
68
Properties=species:S:1:pos:R:3:mulliken_charge:R:1
C -3.075 -3.804 0.181 -1.3301
C -2.738 -3.012 -1.068 0.1072
O -1.414 -2.508 -0.938 -0.1915
C -1.053 -1.526 -1.786 0.7206
O -1.800 -1.079 -2.629 -0.7017
C 0.313 -1.093 -1.526 0.5889
C 1.225 -1.733 -0.647 -0.8574
C 2.373 -0.989 -0.638 0.4893
C 3.594 -1.254 0.123 -0.2489
C 4.847 -1.325 -0.482 0.0325
C 5.975 -1.592 0.271 -0.8416
C 5.871 -1.801 1.636 -0.4293
C 4.627 -1.760 2.243 -0.8654
C 3.497 -1.491 1.493 -0.3606
N 2.192 0.093 -1.475 0.3048
C 3.117 1.192 -1.589 -1.2372
C 3.158 2.039 -0.306 -0.6059
C 1.895 2.886 -0.210 0.6531
O 1.674 3.710 -1.084 -0.6942
N 1.075 2.751 0.855 0.0925
C 0.995 1.659 1.797 -1.3149
C -0.180 0.748 1.427 -0.2841
N -1.418 1.509 1.372 0.1750
C -2.583 0.714 1.365 -0.3250
C -2.873 0.020 2.536 -0.1433
C -3.981 -0.798 2.649 -0.9372
C -4.840 -0.926 1.576 -0.6959
C -4.585 -0.236 0.403 -0.5312
C -3.466 0.579 0.272 1.0499
O -3.172 1.261 -0.872 -0.1787
C -4.015 1.137 -1.992 -1.1041
C -1.314 2.613 0.438 -0.1979
C -0.160 3.516 0.869 -1.6172
C 0.946 0.044 -2.013 0.2551
C 0.415 1.065 -2.950 -1.9344
H -4.074 -4.221 0.090 0.4148
H -2.362 -4.613 0.314 0.3782
H -3.039 -3.155 1.051 0.2173
H -2.791 -3.640 -1.966 0.3378
H -3.428 -2.171 -1.195 0.0615
H 1.048 -2.645 -0.115 0.7260
H 4.935 -1.205 -1.552 0.5266
H 6.940 -1.645 -0.211 0.4024
H 6.754 -2.006 2.222 0.3931
H 4.537 -1.938 3.305 0.4106
H 2.524 -1.461 1.964 0.4263
H 4.118 0.806 -1.793 0.4552
H 2.811 1.830 -2.420 0.5937
H 3.989 2.741 -0.396 0.5659
H 3.335 1.403 0.557 0.3268
H 1.913 1.075 1.820 0.3613
H 0.828 2.088 2.791 0.4630
H -0.277 -0.044 2.170 0.8073
H 0.030 0.283 0.453 -0.2582
H -2.205 0.138 3.376 0.6034
H -4.173 -1.325 3.572 0.3760
H -5.711 -1.560 1.640 0.4302
H -5.263 -0.355 -0.428 0.3687
H -3.992 0.121 -2.395 0.3637
H -3.603 1.818 -2.735 0.2982
H -5.044 1.431 -1.762 0.4039
H -2.249 3.174 0.455 0.6276
H -1.120 2.277 -0.589 0.1047
H -0.054 4.352 0.177 0.5302
H -0.324 3.890 1.883 0.3845
H -0.635 0.852 -3.132 0.2873
H 0.516 2.073 -2.548 0.3495
H 0.944 1.025 -3.903 0.4212
```

Summary:
- multiplicity = 1
- lowest unoccupied orbital energy (eV) = 0.714
- Kohn-Sham gap (eV) = 8.4855

=====

The following is a DFT calculation (the ωB97M-V functional and the def2-TZVPD basis) of C22H26N2O7S in the gas phase.

```
58
Properties=species:S:1:pos:R:3:mulliken_charge:R:1
C -7.108 0.383 -2.173 -0.8213
O -6.288 -0.758 -2.110 -0.4612
C -5.142 -0.695 -1.375 0.7610
C -4.692 0.427 -0.688 -0.7618
C -3.506 0.380 0.027 -0.2051
C -2.758 -0.787 0.080 0.7061
N -1.552 -0.819 0.785 -0.0851
S -1.315 0.064 2.190 1.3373
O -2.529 0.236 2.927 -0.6931
O -0.198 -0.573 2.825 -0.6643
C -0.776 1.644 1.553 0.0148
C -1.364 2.827 1.979 -0.2436
C -0.903 4.030 1.494 -1.1021
C 0.163 4.073 0.582 0.2736
O 0.577 5.259 0.151 -0.6617
C 0.753 2.861 0.160 -0.3380
C 1.887 2.892 -0.780 1.0711
O 2.375 3.915 -1.225 -0.7727
O 2.334 1.675 -1.077 -0.2041
C 3.467 1.557 -1.932 -0.4010
C 4.096 0.163 -1.789 0.4927
O 4.908 -0.238 -2.593 -0.6778
N 3.673 -0.511 -0.713 0.0472
C 4.046 -1.874 -0.399 -0.2535
C 2.905 -2.840 -0.743 -1.1797
C 1.690 -2.618 0.156 0.1338
C 2.071 -2.747 1.629 -0.7099
C 3.199 -1.784 1.986 -0.4689
C 4.413 -1.991 1.082 -1.0407
C 0.264 1.653 0.659 -0.4011
C -3.209 -1.911 -0.608 -0.6928
C -4.381 -1.864 -1.330 -0.6755
H -6.588 1.227 -2.640 0.3293
H -7.958 0.100 -2.791 0.2346
H -7.464 0.678 -1.181 0.3284
H -5.251 1.348 -0.699 0.3972
H -3.170 1.254 0.560 0.1146
H -1.107 -1.724 0.830 0.1349
H -2.177 2.776 2.686 0.5731
H -1.338 4.967 1.804 0.4444
H 1.335 5.136 -0.468 0.3705
H 4.209 2.325 -1.685 0.3674
H 3.169 1.705 -2.975 0.3180
H 2.978 -0.086 -0.120 0.0845
H 4.915 -2.100 -1.026 0.4190
H 3.269 -3.861 -0.615 0.4515
H 2.629 -2.710 -1.791 0.4067
H 0.922 -3.354 -0.094 0.2541
H 1.267 -1.628 -0.029 -0.1053
H 1.208 -2.524 2.258 0.2998
H 2.391 -3.772 1.829 0.3834
H 3.493 -1.940 3.025 0.3806
H 2.830 -0.759 1.912 0.1937
H 5.190 -1.262 1.322 0.3937
H 4.824 -2.987 1.254 0.4388
H 0.694 0.717 0.346 0.6496
H -2.633 -2.824 -0.575 0.3928
H -4.737 -2.729 -1.865 0.4222
```

Summary:
- multiplicity = 1
- lowest unoccupied orbital energy (eV) = -0.224
- Kohn-Sham gap (eV) = 8.0259

=====

Relative energy (zero: lowest compared OMol25 entry of this formula, charge and spin) for the records above, in order: 0.0, 1.0, 22.9 kcal/mol
Total energy for the records above, in order: -1508.47091, -1552.03645, -1888.36037 Ha
Strongest force on any atom for the records above, in order: 3.5, 0.7, 1.0 eV/A